No. 1
DFT (ωB97M-V with the def2-TZVPD basis set) results for C30H70N10O14SZr as an isolated structure.

Summary:
Total energy, Eh: -3230.912525

Geometry as ORCA input:
```
! wB97M-V def2-TZVPD RIJCOSX def2/J DEFGRID3
* xyz 2 1
H -4.98003 5.55806 54.47522
H -5.86415 11.21875 55.79421
H -3.03651 1.19181 49.45357
H 2.69234 9.96180 47.46903
C -6.20116 3.03866 54.81801
H -3.42715 11.52676 47.61883
C -8.00095 10.03039 56.44486
H 2.44247 7.70912 52.72004
H -1.67190 5.23977 56.77867
N -3.44230 9.52904 48.21852
O -0.56570 7.99089 49.53776
C 3.47881 10.19491 53.00698
N 0.99906 8.92490 48.16853
C -4.36429 4.70300 54.82131
H -2.77136 12.63622 49.92252
C 1.69522 8.48180 52.92254
N -2.20513 11.48412 51.61848
H -1.68829 9.69957 47.07165
C -2.56784 9.06406 47.19380
H -5.74099 8.00470 55.05673
H -1.14909 11.91568 49.89462
H -3.09006 9.08561 46.23357
C -1.12132 11.16113 52.50795
H 4.36695 9.83043 53.54358
C -2.73509 10.47999 56.09329
H -2.29505 8.02390 47.35317
C -2.96407 1.94251 50.24215
O -3.17378 7.78344 49.66943
O -0.01162 2.10246 54.28997
H -8.58511 10.75346 55.87908
C -1.57635 4.15289 56.77373
C -3.66373 8.88711 49.33287
O -7.45277 7.28056 55.94028
H -2.58581 3.75111 56.71837
H -4.73755 11.12107 48.75369
O -3.52652 8.15829 53.35440
H 0.20919 7.12500 47.41644
C -4.19215 2.73467 53.45547
C -1.05107 2.99621 51.20121
N -5.88511 5.31212 51.19811
H -6.91464 6.62357 52.46294
H -1.29070 -0.07034 50.34383
O -4.41476 11.32119 51.14903
H -2.59458 7.87335 56.35986
C -6.71337 8.17206 55.54450
H -6.29251 10.78106 54.07451
C -3.45497 11.03941 51.83508
N -1.65765 1.92021 50.84465
C 0.90386 7.90829 47.12275
C -1.90510 12.39638 50.52747
C -4.15447 10.76813 47.90638
H -7.91238 5.84696 51.19589
H -2.18046 9.78228 55.44120
H 0.97523 8.00489 53.58194
H -6.37836 2.00853 54.51005
N -3.39741 9.73195 57.01284
H 0.44406 9.71990 49.90983
H -6.14721 2.97252 55.90837
H -3.20137 7.85353 58.01300
H -8.65999 9.22186 56.75218
H -1.53396 13.33544 50.94251
H -3.18160 2.89701 49.77193
C -6.01528 4.10308 50.38925
H -3.51972 10.36160 52.69163
C -1.17524 0.59036 51.20224
C 0.30902 8.84253 49.27056
C -7.09045 5.71831 51.89945
C -4.75639 5.95385 51.32235
N 2.28915 9.61006 53.59946
H -0.83020 11.99329 53.15077
C -0.63432 2.49565 55.26096
H -0.69007 5.62314 54.62215
H -3.22274 3.20146 53.18894
O -4.45854 1.63002 53.00490
H -4.83194 10.59879 47.06796
H -4.34624 7.90496 56.77709
C -0.02996 4.79816 54.89833
H 3.54381 9.94398 51.95550
H -4.39061 4.87944 55.89571
O -1.51190 4.17668 50.98984
C -4.18410 10.31909 58.09626
H -0.13879 0.57122 51.52804
H -0.25789 10.86813 51.89676
H -7.03892 3.66356 54.51889
C -3.34650 8.29846 57.02146
H 0.88241 9.59032 55.09115
H -7.39764 4.94317 52.60134
O -1.21109 8.02340 54.10713
Zr -1.58295 6.31078 50.63783
H -3.78643 9.97051 59.04843
H -6.78710 4.32618 49.64456
H -1.21215 1.81326 55.90546
S -2.18764 7.70862 53.12195
N -6.93761 9.47936 55.63110
H 0.72631 5.27525 55.52962
H -4.14353 11.40091 58.03951
O 2.44104 10.84365 55.47942
H -5.12025 3.92408 49.80891
N -4.91306 3.46896 54.32095
H 1.88436 7.46135 46.95672
O -2.79993 11.69088 56.02756
H 1.15653 10.79095 47.12602
H -5.21780 9.97663 57.98477
O -3.71871 5.60207 50.71116
H 1.18402 8.86185 52.02942
H -7.56283 10.48296 57.33621
H 0.51963 8.27640 46.17080
H -1.34158 10.28775 53.12621
C 1.68622 10.15974 47.83699
N -0.74516 3.78465 55.63972
H -5.01160 9.94678 54.95435
H 3.52987 11.25601 53.25526
H -0.13564 2.76861 51.75435
H 1.83537 10.73410 48.75406
H -3.72848 1.68131 50.97815
H -1.79653 0.15733 51.98894
H 0.35955 4.36697 53.98184
H -1.13055 3.87382 57.73020
H -4.41071 9.37829 49.96226
C -5.98167 10.42563 55.05733
C 1.85384 10.03564 54.81101
O -1.76601 8.07942 51.68783
H -4.79681 6.78992 52.01979
O -2.18045 6.22439 52.69172
H -3.42379 4.95038 54.33647
H -6.36681 3.28456 51.01035
*
```

These are the Löwdin partial charges, in e, on atoms 1 to 99: number 1, H, carries 0.084; number 2, H, carries 0.095; number 3, H, carries 0.113; number 4, H, carries 0.110; number 5, C, carries -0.016; number 6, H, carries 0.100; number 7, C, carries -0.025; number 8, H, carries 0.097; number 9, H, carries 0.085; number 10, N, carries -0.140; number 11, O, carries -0.180; number 12, C, carries -0.039; number 13, N, carries -0.135; number 14, C, carries -0.059; number 15, H, carries 0.080; number 16, C, carries -0.071; number 17, N, carries -0.165; number 18, H, carries 0.096; number 19, C, carries -0.031; number 20, H, carries 0.103; number 21, H, carries 0.077; number 22, H, carries 0.112; number 23, C, carries -0.040; number 24, H, carries 0.103; number 25, C, carries -0.352; number 26, H, carries 0.084; number 27, C, carries -0.006; number 28, O, carries -0.151; number 29, O, carries -0.013; number 30, H, carries 0.097; number 31, C, carries -0.041; number 32, C, carries -0.229; number 33, O, carries -0.005; number 34, H, carries 0.073; number 35, H, carries 0.087; number 36, O, carries -0.264; number 37, H, carries 0.077; number 38, C, carries -0.334; number 39, C, carries -0.213; number 40, N, carries -0.131; number 41, H, carries 0.097; number 42, H, carries 0.106; number 43, O, carries 0.000; number 44, H, carries 0.068; number 45, C, carries -0.388; number 46, H, carries 0.097; number 47, C, carries -0.332; number 48, N, carries -0.119; number 49, C, carries -0.001; number 50, C, carries -0.020; number 51, C, carries -0.004; number 52, H, carries 0.109; number 53, H, carries 0.105; number 54, H, carries 0.056; number 55, H, carries 0.095; number 56, N, carries -0.186; number 57, H, carries 0.141; number 58, H, carries 0.104; number 59, H, carries 0.097; number 60, H, carries 0.091; number 61, H, carries 0.105; number 62, H, carries 0.077; number 63, C, carries 0.016; number 64, H, carries 0.115; number 65, C, carries 0.015; number 66, C, carries -0.257; number 67, C, carries 0.006; number 68, C, carries -0.239; number 69, N, carries -0.197; number 70, H, carries 0.114; number 71, C, carries -0.330; number 72, H, carries 0.047; number 73, H, carries 0.132; number 74, O, carries -0.003; number 75, H, carries 0.106; number 76, H, carries 0.074; number 77, C, carries -0.038; number 78, H, carries 0.077; number 79, H, carries 0.096; number 80, O, carries -0.221; number 81, C, carries -0.017; number 82, H, carries 0.107; number 83, H, carries 0.074; number 84, H, carries 0.084; number 85, C, carries -0.066; number 86, H, carries 0.131; number 87, H, carries 0.091; number 88, O, carries -0.277; number 89, Zr, carries 2.146; number 90, H, carries 0.097; number 91, H, carries 0.110; number 92, H, carries 0.148; number 93, S, carries 0.355; number 94, N, carries -0.182; number 95, H, carries 0.107; number 96, H, carries 0.093; number 97, O, carries 0.056; number 98, H, carries 0.073; number 99, N, carries -0.162

---

No. 2
DFT (ωB97M-V with the def2-TZVPD basis set) results for the molecule C21H23N3O2S2.

Summary:
Relative energy (zero: lowest compared OMol25 entry of this formula, charge and spin), kcal per mole: 50.6
SMILES: CCCCOc1cccc(-c2nnc(NC(=O)CSc3ccc(C)cc3)s2)c1
Total energy, Eh: -1925.154678

Geometry as ORCA input:
```
! wB97M-V def2-TZVPD RIJCOSX def2/J DEFGRID3
* xyz 0 1
C 9.82384 0.00254 1.88690
H -9.20099 -0.27820 0.20179
C 8.45124 0.15039 1.30451
H 10.50272 0.72785 1.43825
C -3.48983 2.74923 -1.18468
C -1.95293 0.91754 -1.03707
C -2.96650 0.11640 -0.52933
H -7.23052 -1.81117 0.17350
H 6.24754 -1.47835 -0.68131
C -6.49360 0.18939 0.34987
O -5.16321 -0.24611 0.14844
H -6.51591 1.02108 1.06806
H -5.49115 2.37697 -0.54904
C -7.29226 -0.99121 0.89090
S 4.27489 0.75106 -0.44071
C 4.25815 -0.21036 -2.00163
H 10.21800 -0.99430 1.70676
C -8.75242 -0.62227 1.13655
H -10.58237 -1.52713 1.84259
H -6.92737 0.53412 -0.59936
H 2.17417 -2.67991 -1.13268
C 1.42981 -0.81769 -1.41348
H 5.85025 2.32600 1.23436
O 4.47690 -2.58140 -1.71443
C -4.25155 0.62566 -0.34823
C -4.50802 1.95362 -0.67966
H 8.47478 -1.71857 0.26319
C -9.54554 -1.80710 1.67349
S -0.16343 -1.25665 -0.79855
C 7.90786 -0.82484 0.48108
N 0.35650 1.05701 -1.74809
H 3.57211 0.32804 -2.65260
H -2.78246 -0.91472 -0.26731
N 1.49134 0.39469 -1.85161
H -9.12469 -2.15224 2.61494
C -2.21894 2.25001 -1.36851
C 7.69099 1.28424 1.57561
H -1.42218 2.85976 -1.76054
C 6.43488 1.44240 1.02825
H 9.80578 0.18451 2.96019
C 6.64297 -0.68682 -0.06535
C -0.62214 0.39644 -1.23598
H -6.83083 -1.32761 1.82075
H 5.26729 -0.23242 -2.40822
H -9.52338 -2.63258 0.96589
H -8.80218 0.20253 1.85106
H -3.70349 3.77715 -1.43662
C 3.77102 -1.59995 -1.72139
H 8.09332 2.05455 2.21778
N 2.43371 -1.73921 -1.40770
C 5.90780 0.45763 0.19932
*
```

Formally, the Löwdin partial charges of the atoms, in units of the elementary charge, are as follows: number 1, C, carries -0.055; number 2, H, carries 0.109; number 3, C, carries -0.286; number 4, H, carries 0.082; number 5, C, carries -0.068; number 6, C, carries -0.229; number 7, C, carries 0.027; number 8, H, carries 0.122; number 9, H, carries 0.086; number 10, C, carries -0.216; number 11, O, carries -0.039; number 12, H, carries 0.134; number 13, H, carries 0.103; number 14, C, carries -0.191; number 15, S, carries 0.968; number 16, C, carries -0.357; number 17, H, carries 0.073; number 18, C, carries -0.273; number 19, H, carries 0.068; number 20, H, carries 0.134; number 21, H, carries 0.149; number 22, C, carries -0.611; number 23, H, carries 0.098; number 24, O, carries 0.076; number 25, C, carries -0.259; number 26, C, carries -0.016; number 27, H, carries 0.112; number 28, C, carries -0.115; number 29, S, carries 1.109; number 30, C, carries -0.039; number 31, N, carries 0.025; number 32, H, carries 0.064; number 33, H, carries 0.100; number 34, N, carries -0.009; number 35, H, carries 0.072; number 36, C, carries -0.033; number 37, C, carries -0.050; number 38, H, carries 0.108; number 39, C, carries -0.116; number 40, H, carries 0.079; number 41, C, carries -0.081; number 42, C, carries -0.516; number 43, H, carries 0.122; number 44, H, carries 0.095; number 45, H, carries 0.072; number 46, H, carries 0.109; number 47, H, carries 0.107; number 48, C, carries -0.525; number 49, H, carries 0.113; number 50, N, carries 0.095; number 51, C, carries -0.528

---

No. 3
DFT (ωB97M-V with the def2-TZVPD basis set) results for the molecule C2H4N4O.

Summary:
Relative energy (zero: lowest compared OMol25 entry of this formula, charge and spin), kcal per mole: 113.1
SMILES: Nn1nncc1O
Total energy, Eh: -372.720039

Geometry as ORCA input:
```
! wB97M-V def2-TZVPD RIJCOSX def2/J DEFGRID3
* xyz 0 1
H 1.34663 0.85402 -1.85226
N 0.30691 -0.15081 -0.62764
O 0.70321 -0.57178 1.64220
N 1.61729 -0.01603 -1.13289
C -0.03490 -0.29767 0.61961
N -1.83167 0.40580 -0.60085
H -1.85499 0.38180 1.78733
H 1.75546 -0.96026 -1.71613
C -1.35188 0.24924 0.72054
N -0.85569 0.16305 -1.40482
H 0.19963 -0.05736 2.56491
*
```

Formally, the Löwdin partial charges of the atoms, in units of the elementary charge, are as follows: number 1, H, carries 0.164; number 2, N, carries -0.207; number 3, O, carries 0.051; number 4, N, carries 0.068; number 5, C, carries -0.478; number 6, N, carries -0.026; number 7, H, carries 0.128; number 8, H, carries 0.138; number 9, C, carries -0.093; number 10, N, carries -0.008; number 11, H, carries 0.264

---

No. 4
DFT (ωB97M-V with the def2-TZVPD basis set) results for the molecule C5H12OSi.

Summary:
Relative energy (zero: lowest compared OMol25 entry of this formula, charge and spin), kcal per mole: 110.8
SMILES: CC(C)=C(C)[SiH2]O
Total energy, Eh: -562.282932

Geometry as ORCA input:
```
! wB97M-V def2-TZVPD RIJCOSX def2/J DEFGRID3
* xyz 0 1
H 1.52484 -2.71802 -0.08316
C 0.64507 0.73009 -0.53793
H -0.71648 1.69877 -2.04943
C -0.47809 -0.53711 0.27751
H 2.23331 1.91237 0.30295
H -0.98025 -3.26283 0.08234
H -2.44580 0.33097 0.87382
H -0.08212 -1.71479 2.66002
C -1.90913 -0.16205 0.12073
C -0.13177 1.94910 -1.16848
H -0.76474 2.14731 -0.29954
H -2.58077 -1.01944 -0.08569
O 0.22738 -2.35349 1.94879
H -2.02689 0.49573 -0.71614
H 2.69202 0.81693 -0.98169
H 2.24021 0.25461 0.72707
Si 0.07142 -2.28591 0.34289
C 2.08444 0.89597 -0.09936
H 0.39737 2.82180 -1.31471
*
```

Formally, the Löwdin partial charges of the atoms, in units of the elementary charge, are as follows: number 1, H, carries -0.010; number 2, C, carries -0.138; number 3, H, carries 0.073; number 4, C, carries -0.212; number 5, H, carries 0.082; number 6, H, carries -0.037; number 7, H, carries 0.056; number 8, H, carries 0.092; number 9, C, carries -0.194; number 10, C, carries -0.093; number 11, H, carries 0.073; number 12, H, carries 0.075; number 13, O, carries -0.301; number 14, H, carries 0.041; number 15, H, carries 0.073; number 16, H, carries 0.050; number 17, Si, carries 0.444; number 18, C, carries -0.110; number 19, H, carries 0.035

---

total energy of number 1 (C30H70N10O14SZr)?
-3230.912525 Eh

---

What is the total energy in the second record?
-1925.154678 Eh

---

Number 4 is which compound?
C5H12OSi